Density functional theory data (ωB97M-V/def2-TZVPD) for 6 unconnected molecules or ions with the total composition C5H21O6S in a non-equilibrium geometry.

XYZ file:
```
33
Properties=species:S:1:pos:R:3
C 0.922 1.051 -1.719
O 1.413 -0.108 -1.030
C -0.647 0.652 -1.744
C -1.526 1.693 -0.944
C -1.640 1.506 0.551
S -3.273 0.882 1.020
C -3.567 -0.483 -0.194
H 1.471 1.059 -2.718
H 1.155 1.891 -1.118
H -0.910 -0.320 -1.218
H -1.178 0.432 -2.775
H -1.285 2.637 -1.446
H -2.640 1.725 -1.397
H -1.405 2.355 1.156
H -0.792 0.950 0.848
H -2.549 -1.104 -0.495
H -3.918 -0.179 -1.195
H -4.039 -1.447 0.219
H 4.341 -0.147 -0.389
H 3.701 0.204 -1.809
O 4.480 -0.071 -1.297
H -0.548 -2.377 0.492
H 1.182 -0.121 0.028
O -0.972 -2.397 -0.365
H -0.260 -2.543 -0.959
H 0.864 -2.812 2.147
O 0.881 -2.443 1.244
H 1.331 -0.185 3.555
H 2.107 1.075 3.266
O 1.736 0.635 4.016
H 2.603 -0.488 1.254
H 1.093 -1.368 1.336
O 1.869 -0.151 1.681
```

Computed properties:
Total charge: -1
Kohn-Sham gap (eV): 8.8
LUMO energy (eV): 3.105
Multiplicity: 1

---

Density functional theory data (ωB97M-V/def2-TZVPD) for a molecular structure, C5H22HfO8 in a non-equilibrium geometry.

XYZ file:
```
36
Properties=species:S:1:pos:R:3
Hf -0.557 -0.018 0.142
C -1.032 -0.642 3.832
O -1.060 -0.520 2.452
H -1.855 -0.081 4.277
H -1.108 -1.698 4.089
H -0.149 -0.287 4.364
C -3.613 1.105 -1.470
O -2.765 0.471 -0.532
H -4.054 0.436 -2.209
H -4.448 1.480 -0.877
H -3.188 1.954 -2.004
C 1.435 2.197 -2.035
O 0.421 1.660 -1.301
H 1.983 1.281 -2.256
H 0.970 2.783 -2.827
H 2.027 2.931 -1.488
C 3.567 -1.077 -0.951
C 2.645 -2.011 -0.176
O 1.367 -1.517 0.118
H 3.260 -0.961 -1.990
H 4.538 -1.549 -1.098
H 3.635 -0.095 -0.483
H 3.203 -2.373 0.688
H 2.573 -2.956 -0.714
O 1.216 0.940 1.587
H 2.146 0.781 1.750
H 0.963 1.582 2.251
O -1.322 2.172 1.256
H -1.751 3.001 1.045
H -1.346 2.126 2.212
O -1.578 -2.280 -0.051
H -1.558 -2.962 0.620
H -2.114 -2.650 -0.753
O -0.745 -0.867 -2.167
H -0.307 -1.665 -2.462
H -1.400 -0.689 -2.842
```

Computed properties:
Kohn-Sham gap (eV): 7.9
LUMO energy (eV): -0.040
Multiplicity: 1

---

Density functional theory data (ωB97M-V/def2-TZVPD) for 5 unconnected molecules or ions with the total composition C5H22N2O4.

XYZ file:
```
33
Properties=species:S:1:pos:R:3
C -1.266 2.705 -0.931
N 0.107 2.479 -0.501
C 0.870 1.596 -1.394
C 1.225 0.276 -0.734
C 0.011 -0.604 -0.434
C -0.423 -1.443 -1.625
N 0.469 -2.608 -1.788
H -1.779 3.314 -0.182
H -1.258 3.252 -1.875
H -1.842 1.777 -1.093
H 0.093 2.080 0.430
H 1.783 2.115 -1.695
H 0.304 1.436 -2.316
H 1.785 0.470 0.184
H 1.941 -0.277 -1.355
H -0.824 0.013 -0.099
H 0.238 -1.266 0.402
H -1.425 -1.836 -1.476
H -0.423 -0.821 -2.528
H 0.031 -3.305 -2.378
H 1.330 -2.351 -2.257
O -2.926 0.079 2.089
H -2.900 -0.881 2.154
H -3.305 0.290 1.230
O -0.411 1.195 2.447
H -1.317 0.832 2.351
H -0.450 1.896 3.103
O 2.280 -3.144 0.749
H 1.702 -3.079 -0.024
H 2.144 -2.336 1.273
O 1.658 -0.739 2.481
H 1.003 -0.018 2.421
H 1.577 -1.096 3.373
```

Computed properties:
SMILES string: CNCCCCN.O.O.O.O
Kohn-Sham gap (eV): 8.6
LUMO energy (eV): 0.119
Multiplicity: 1

---

Density functional theory data (ωB97M-V/def2-TZVPD) for 5 unconnected molecules or ions with the total composition C5H22N2O5 in a non-equilibrium geometry.

XYZ file:
```
34
Properties=species:S:1:pos:R:3
C -2.677 0.202 -0.394
N -2.099 -0.634 -1.511
C -1.061 -1.599 -0.950
C 0.425 -1.108 -1.107
C 1.370 -2.189 -0.296
O 2.322 -1.541 0.418
N 0.425 0.253 -0.623
C 0.585 1.261 -1.701
H -3.618 -0.382 -0.320
H -2.970 1.198 -0.716
H -1.951 0.109 0.461
H -1.575 -0.211 -2.160
H -1.200 -2.560 -1.619
H -1.387 -1.929 0.161
H 0.884 -1.507 -2.073
H 0.687 -2.910 0.178
H 1.973 -2.699 -1.192
H 2.092 -1.384 1.316
H 1.214 0.238 0.176
H 1.645 1.531 -1.983
H 0.068 2.090 -1.479
H 0.246 0.769 -2.753
O -0.213 3.552 0.113
H -0.161 3.362 -0.845
H 0.323 2.810 0.440
O -0.737 1.302 1.983
H -0.290 2.117 2.054
H -0.983 1.118 1.063
O 1.923 1.116 1.489
H 2.333 0.155 1.487
H 1.175 1.271 2.134
O 0.661 -1.287 2.535
H 0.388 -2.031 2.939
H 0.179 -0.483 2.773
```

Computed properties:
SMILES string: CNC[C@H](CO)NC.O.O.O.O
Kohn-Sham gap (eV): 8.7
LUMO energy (eV): 0.331
Multiplicity: 1

---

no.,HOMO energy (eV)
1,-5.71
2,-7.96
3,-8.52
4,-8.36